Entry 1:
DFT (ωB97M-V with the def2-TZVPD basis set) results for CH2F3NO4SSn as an isolated structure in a non-equilibrium geometry.

Kohn-Sham gap: 7.7 eV

Structure (ORCA input):
```
! RIJCOSX wB97M-V def2-TZVPD def2/J DEFGRID3
* xyz 0 1
Sn 1.090 0.875 0.393
O 0.103 -1.993 0.143
H 1.088 -2.138 -0.102
N -0.251 -0.654 0.114
S -1.188 -0.122 1.297
O -1.561 -1.004 2.392
O -0.500 1.179 1.603
C -2.834 0.424 0.594
F -3.603 -0.642 0.442
F -2.652 1.008 -0.576
F -3.415 1.273 1.425
O 2.850 0.406 0.228
H 3.342 -0.206 0.775
*
```

List of Löwdin charges in e, atom by atom: 1.144, -0.114, 0.145, -0.429, 0.674, -0.239, -0.502, -0.692, 0.165, 0.157, 0.170, -0.462, -0.017

Entry 2:
DFT (ωB97M-V with the def2-TZVPD basis set) results for C22H12BrCl2F4N9O2PTl as an isolated structure in a non-equilibrium geometry.

Kohn-Sham gap: 5.3 eV

Structure (ORCA input):
```
! RIJCOSX wB97M-V def2-TZVPD def2/J DEFGRID3
* xyz 0 1
Tl 1.785 1.116 -0.014
F -4.143 0.273 -5.067
C -3.314 0.125 -4.039
C -3.537 -0.865 -3.087
F -4.592 -1.674 -3.187
C -2.641 -0.999 -2.036
F -2.876 -1.954 -1.128
C -1.523 -0.185 -1.880
P -0.505 -0.563 -0.341
C -1.768 -0.035 0.845
C -1.819 1.339 1.073
C -2.637 1.841 2.066
C -3.397 0.974 2.836
C -3.357 -0.388 2.593
C -2.544 -0.905 1.598
C -0.183 -2.319 -0.590
C -0.221 -3.235 0.454
C 0.074 -4.561 0.196
C 0.446 -4.968 -1.074
C 0.509 -4.045 -2.106
C 0.194 -2.721 -1.870
C -1.342 0.827 -2.819
Br 0.021 2.143 -2.643
C -2.216 0.965 -3.895
F -1.997 1.913 -4.803
H -1.191 2.004 0.490
H -2.664 2.903 2.253
H -4.011 1.363 3.635
H -3.938 -1.062 3.203
H -2.512 -1.968 1.425
H -0.454 -2.918 1.458
H 0.026 -5.281 0.997
H 0.696 -6.001 -1.260
H 0.812 -4.359 -3.091
H 0.252 -1.994 -2.669
N 4.685 3.422 0.040
C 4.782 2.317 0.827
N 5.788 2.099 1.652
N 5.523 0.921 2.228
N 4.443 0.428 1.806
N 3.917 1.272 0.904
C 3.681 3.776 -0.803
N 3.735 4.817 -1.621
N 2.565 4.835 -2.250
N 1.823 3.888 -1.860
N 2.477 3.176 -0.928
H 5.465 4.061 0.090
Cl 1.127 1.954 2.671
C 0.974 0.451 3.606
Cl 2.560 -0.044 4.219
C 0.375 -0.690 2.714
O -0.398 -1.456 3.236
O 0.737 -0.640 1.498
H 0.303 0.632 4.448
*
```

List of Löwdin charges in e, atom by atom: 0.959, 0.145, -0.123, -0.121, 0.137, -0.211, 0.100, -0.278, 1.102, -0.337, -0.117, -0.066, -0.060, -0.052, -0.075, -0.331, -0.054, -0.048, -0.059, -0.062, -0.078, -0.539, 0.911, -0.253, 0.089, 0.085, 0.112, 0.109, 0.114, 0.109, 0.093, 0.113, 0.110, 0.109, 0.113, 0.152, -0.453, 0.051, -0.067, -0.105, -0.096, -0.447, 0.052, -0.055, -0.235, -0.098, 0.157, 0.664, -0.928, 0.655, -0.742, 0.081, -0.315, 0.080

Entry 3:
DFT (ωB97M-V with the def2-TZVPD basis set) results for a 2-piece molecular cluster, C4H7NO overall.

Kohn-Sham gap: 9.3 eV

Structure (ORCA input):
```
! RIJCOSX wB97M-V def2-TZVPD def2/J DEFGRID3
* xyz 0 1
O 2.409 1.729 -0.621
C 0.516 -0.330 -0.285
C -0.156 -1.631 0.111
C -1.210 -0.641 -0.176
N -1.433 0.169 1.016
C -0.304 0.664 0.272
H 2.725 1.523 0.266
H 1.948 0.902 -0.877
H -0.159 -1.919 1.163
H 0.030 -2.447 -0.582
H -1.836 -0.558 -1.057
H -2.218 0.808 0.894
H -0.266 1.702 -0.057
*
```

List of Löwdin charges in e, atom by atom: -0.112, -0.029, -0.129, -0.226, 0.069, -0.185, 0.028, -0.032, 0.119, 0.102, 0.150, 0.113, 0.132

Entry 4:
DFT (ωB97M-V with the def2-TZVPD basis set) results for a 7-piece molecular cluster, C25H42BBr12F5OPS overall in a non-equilibrium geometry.

Kohn-Sham gap: 6.7 eV

Structure (ORCA input):
```
! RIJCOSX wB97M-V def2-TZVPD def2/J DEFGRID3
* xyz -1 1
C 2.433 0.042 2.669
C 1.967 0.044 1.231
C 2.555 0.944 0.341
C 2.062 0.909 -0.979
C 1.080 0.008 -1.358
C 0.498 -0.905 -0.463
C -0.561 -1.854 -0.986
B -1.494 -2.690 0.065
C -2.099 -1.871 1.362
C -2.460 -0.392 1.161
C -3.940 -0.073 1.511
O -1.636 0.461 1.991
P -3.098 -3.248 -0.965
S -4.222 -1.769 -1.673
C -0.763 -4.055 0.651
F -1.458 -4.508 1.759
F 0.514 -3.857 1.083
C -0.702 -5.306 -0.269
F -0.440 -5.017 -1.542
F 0.320 -6.109 0.129
F -1.786 -6.070 -0.192
C 0.966 -0.845 0.836
H 1.685 0.408 3.365
H 3.366 0.591 2.753
H 2.686 -0.986 2.923
H 3.330 1.656 0.662
H 2.428 1.589 -1.726
H 0.739 0.032 -2.388
H -0.056 -2.511 -1.700
H -1.232 -1.248 -1.603
H -3.026 -2.381 1.642
H -1.470 -1.957 2.248
H -2.311 -0.036 0.149
H -4.007 0.752 2.221
H -4.476 -0.936 1.900
H -4.463 0.224 0.603
H -2.021 0.466 2.871
H -3.907 -4.017 -0.097
H -2.781 -4.097 -2.046
H 0.541 -1.494 1.587
Br -1.506 1.654 -1.981
C -3.107 2.730 -1.757
C -4.311 2.062 -2.361
Br -4.328 2.222 -4.304
H -2.903 3.705 -2.190
H -3.232 2.830 -0.679
H -5.227 2.549 -2.037
H -4.359 0.999 -2.132
Br 4.425 1.146 5.641
C 3.930 -0.095 7.051
C 3.656 -1.474 6.508
Br 1.931 -1.556 5.617
H 3.069 0.332 7.555
H 4.777 -0.113 7.734
H 3.601 -2.197 7.320
H 4.399 -1.797 5.786
Br 3.181 3.447 2.240
C 4.169 5.048 2.737
C 4.940 4.865 4.018
Br 3.786 4.938 5.581
H 3.448 5.858 2.793
H 4.853 5.229 1.910
H 5.655 5.674 4.153
H 5.461 3.912 4.059
Br -0.924 -6.701 -6.392
C 0.837 -6.125 -5.794
C 0.794 -5.524 -4.415
Br 0.064 -3.726 -4.429
H 1.208 -5.430 -6.540
H 1.449 -7.025 -5.799
H 1.801 -5.422 -4.016
H 0.189 -6.101 -3.723
Br 4.836 1.954 -0.923
C 6.184 2.798 -2.056
C 6.809 1.812 -3.007
Br 8.095 0.660 -2.107
H 6.914 3.264 -1.401
H 5.651 3.570 -2.610
H 7.379 2.327 -3.778
H 6.076 1.160 -3.473
Br -7.415 3.674 -1.028
C -8.741 4.442 -2.221
C -8.210 4.566 -3.625
Br -6.978 6.062 -3.795
H -9.035 5.397 -1.797
H -9.586 3.757 -2.192
H -9.019 4.778 -4.320
H -7.673 3.679 -3.950
*
```

List of Löwdin charges in e, atom by atom: -0.135, -0.247, -0.235, -0.171, -0.136, -0.214, -0.130, -0.713, -0.122, -0.415, -0.059, -0.071, 0.461, 0.072, -0.372, 0.054, 0.091, -0.569, 0.104, 0.119, 0.150, 0.007, 0.056, 0.014, 0.039, -0.126, 0.040, 0.079, 0.059, 0.047, 0.073, 0.100, 0.063, 0.066, 0.067, 0.035, 0.070, -0.029, -0.043, 0.107, 0.774, -0.667, -0.706, 0.581, 0.045, 0.060, -0.045, -0.013, 0.639, -0.692, -0.685, 0.686, 0.049, 0.053, 0.052, 0.052, 0.776, -0.672, -0.699, 0.581, 0.048, 0.056, 0.053, 0.037, 0.592, -0.703, -0.699, 0.672, 0.045, 0.053, 0.062, 0.040, 0.874, -0.661, -0.701, 0.591, 0.044, 0.057, 0.051, 0.051, 0.672, -0.692, -0.695, 0.596, 0.046, 0.056, 0.055, 0.044

What did the first record say?
DFT (ωB97M-V with the def2-TZVPD basis set) results for CH2F3NO4SSn as an isolated structure in a non-equilibrium geometry.

Kohn-Sham gap: 7.7 eV

Structure (ORCA input):
```
! RIJCOSX wB97M-V def2-TZVPD def2/J DEFGRID3
* xyz 0 1
Sn 1.090 0.875 0.393
O 0.103 -1.993 0.143
H 1.088 -2.138 -0.102
N -0.251 -0.654 0.114
S -1.188 -0.122 1.297
O -1.561 -1.004 2.392
O -0.500 1.179 1.603
C -2.834 0.424 0.594
F -3.603 -0.642 0.442
F -2.652 1.008 -0.576
F -3.415 1.273 1.425
O 2.850 0.406 0.228
H 3.342 -0.206 0.775
*
```

List of Löwdin charges in e, atom by atom: 1.144, -0.114, 0.145, -0.429, 0.674, -0.239, -0.502, -0.692, 0.165, 0.157, 0.170, -0.462, -0.017

Question: Look up the Kohn-Sham gap of the first one.
Answer: 7.7 eV

Question: The lowest Kohn-Sham gap belongs to which entry?
Answer: C22H12BrCl2F4N9O2PTl